{
  "formula": "H16HgO8",
  "method": "ωB97M-V/def2-TZVPD",
  "elements": ["Hg", "O", "H", "H", "O", "H", "H", "O", "H", "H", "O", "H", "H", "O", "H", "H", "O", "H", "H", "O", "H", "H", "O", "H", "H"],
  "xyz": [[0.0850, 0.0007, 0.0775], [-0.8119, 1.0506, 2.0628], [-0.4830, 0.8565, 2.9405], [-1.4880, 1.7138, 2.2012], [-2.4072, 0.0575, 0.0021], [-2.9232, 0.2679, -0.7762], [-2.9980, 0.2295, 0.7354], [1.8160, 0.8653, -1.4128], [2.7324, 0.9903, -1.1663], [1.8003, 1.0082, -2.3591], [1.9313, 0.0301, 1.6451], [1.9716, -0.3388, 2.5274], [2.8464, 0.1058, 1.3746], [1.3418, -1.8697, -0.7289], [2.2663, -2.0865, -0.8493], [0.8701, -2.5856, -1.1546], [-0.4130, 2.2348, -0.6685], [-0.1134, 2.8186, -1.3655], [-0.9518, 2.7903, -0.1052], [-0.8090, -0.5514, -2.0801], [-0.4004, -0.7493, -2.9228], [-1.7257, -0.3769, -2.2930], [-0.6846, -1.7915, 1.2955], [-0.0222, -2.2811, 1.7831], [-1.4300, -2.3891, 1.2370]],
  "forces_ev_per_angstrom": [[-0.7, 0.1, 0.8], [0.1, 0.0, -0.3], [0.2, -0.1, 0.5], [-0.3, 0.4, 0.1], [0.4, 0.1, -0.3], [-0.6, 0.1, -0.3], [-0.4, 0.0, 0.6], [-0.4, 0.0, 0.4], [1.0, 0.2, 0.3], [-0.1, 0.1, -1.1], [-0.3, 0.1, -0.6], [0.0, -0.2, 0.6], [0.6, 0.1, 0.0], [0.1, 0.5, 0.0], [1.0, -0.2, 0.0], [-0.6, -0.7, -0.4], [-0.2, -0.6, -0.2], [0.4, 0.5, -0.7], [-0.3, 0.6, 0.8], [0.3, -0.1, 0.3], [0.3, -0.2, -0.6], [-0.5, 0.0, -0.2], [0.3, 0.0, 0.1], [0.4, -0.3, 0.4], [-0.7, -0.2, -0.2]],
  "s2": 0.76,
  "e_homo_ev": [-23.2, -23.0],
  "e_tot_ha": -763.6460,
  "multiplicity": 2,
  "total_charge": 3
}